(1)
{
  "formula": "C46H47N4OPSe2SiW",
  "method": "ωB97M-V/def2-TZVPD",
  "total_charge": 2,
  "lumo_ev": [-5.5, -5.5],
  "homo_lumo_gap_ev": [6.90, 6.94],
  "max_force_ev_per_a": 3.9,
  "homo_ev": [-12.382, -12.407],
  "e_tot_ha": -7575.882618,
  "e_above_lowest_kj_mol": 79.85,
  "elements": ["W", "C", "N", "C", "C", "C", "C", "C", "C", "N", "C", "C", "C", "C", "C", "C", "N", "C", "C", "C", "C", "C", "N", "H", "H", "H", "H", "H", "H", "H", "H", "H", "H", "H", "H", "H", "H", "H", "H", "H", "H", "Se", "P", "Se", "C", "C", "C", "C", "C", "C", "C", "C", "C", "C", "C", "C", "H", "H", "H", "H", "H", "H", "H", "H", "H", "H", "C", "C", "C", "C", "Si", "O", "C", "C", "C", "C", "C", "C", "C", "C", "C", "C", "C", "C", "H", "H", "H", "H", "H", "H", "H", "H", "H", "H", "H", "H", "H", "H", "H", "H", "H", "H", "H"],
  "xyz": [[0.04, -0.31, -0.01], [2.21, -2.55, 0.09], [2.21, -1.10, 0.35], [3.12, -0.40, -0.58], [2.47, 0.05, -1.87], [3.27, 0.35, -2.95], [2.68, 0.83, -4.11], [1.31, 0.98, -4.14], [0.59, 0.66, -3.01], [1.15, 0.21, -1.89], [2.64, -0.89, 1.77], [1.50, -0.63, 2.72], [1.55, -0.93, 4.06], [0.50, -0.56, 4.87], [-0.54, 0.16, 4.33], [-0.48, 0.46, 2.99], [0.49, 0.03, 2.19], [1.42, -2.91, -1.13], [1.74, -4.02, -1.88], [0.92, -4.37, -2.94], [-0.18, -3.57, -3.20], [-0.41, -2.48, -2.40], [0.37, -2.15, -1.37], [1.75, -3.04, 0.95], [3.24, -2.91, 0.01], [3.99, -1.02, -0.80], [3.48, 0.50, -0.10], [4.34, 0.21, -2.89], [3.28, 1.07, -4.97], [0.80, 1.35, -5.01], [-0.49, 0.77, -2.98], [3.30, -0.03, 1.80], [3.24, -1.75, 2.10], [2.40, -1.47, 4.47], [0.50, -0.82, 5.92], [-1.38, 0.49, 4.93], [-1.26, 1.02, 2.50], [2.62, -4.60, -1.64], [1.14, -5.23, -3.55], [-0.86, -3.79, -4.01], [-1.24, -1.82, -2.59], [-0.96, -2.29, 1.36], [-2.85, -1.88, 0.36], [-2.13, -0.09, -0.76], [-3.22, -3.10, -0.93], [-3.53, -2.73, -2.24], [-3.86, -3.70, -3.18], [-3.87, -5.04, -2.81], [-3.57, -5.41, -1.51], [-3.26, -4.45, -0.56], [-4.23, -1.99, 1.49], [-5.45, -1.46, 1.10], [-6.55, -1.57, 1.94], [-6.41, -2.21, 3.17], [-5.19, -2.74, 3.56], [-4.08, -2.62, 2.72], [-3.55, -1.69, -2.52], [-4.13, -3.41, -4.18], [-4.14, -5.80, -3.54], [-3.60, -6.46, -1.22], [-3.05, -4.74, 0.46], [-5.56, -0.96, 0.14], [-7.50, -1.16, 1.64], [-7.27, -2.31, 3.83], [-5.08, -3.24, 4.51], [-3.13, -3.03, 3.03], [0.72, 3.80, 2.54], [-0.25, 4.13, 1.40], [-1.69, 3.89, 1.88], [-0.11, 5.63, 1.06], [0.25, 3.18, -0.12], [0.34, 1.56, 0.28], [2.00, 3.65, -0.57], [3.05, 2.98, 0.06], [4.38, 3.32, -0.17], [4.68, 4.36, -1.05], [3.65, 5.06, -1.67], [2.32, 4.72, -1.42], [-0.94, 3.39, -1.56], [-0.50, 3.74, -2.84], [-1.39, 3.86, -3.90], [-2.75, 3.64, -3.70], [-3.21, 3.30, -2.43], [-2.31, 3.19, -1.37], [0.47, 4.40, 3.42], [1.76, 4.04, 2.27], [0.68, 2.75, 2.83], [-1.83, 4.38, 2.85], [-1.93, 2.83, 2.01], [-2.42, 4.33, 1.19], [-0.41, 6.23, 1.93], [-0.76, 5.92, 0.23], [0.92, 5.89, 0.81], [2.81, 2.21, 0.79], [5.18, 2.81, 0.35], [5.71, 4.63, -1.24], [3.88, 5.89, -2.33], [1.54, 5.31, -1.88], [0.56, 3.90, -3.03], [-1.03, 4.15, -4.88], [-3.45, 3.75, -4.52], [-4.26, 3.14, -2.26], [-2.70, 2.94, -0.39]]
}

(2)
{
  "formula": "C46H48As2FN4O4W",
  "method": "ωB97M-V/def2-TZVPD",
  "total_charge": 3,
  "lumo_ev": [-7.3, -7.4],
  "homo_lumo_gap_ev": [7.43, 7.51],
  "max_force_ev_per_a": 0.6,
  "multiplicity": 3,
  "homo_ev": [-14.694, -14.951],
  "e_tot_ha": -6939.383009,
  "e_above_lowest_kj_mol": 40.19,
  "elements": ["W", "F", "C", "C", "C", "C", "O", "C", "C", "N", "C", "C", "C", "C", "C", "C", "N", "C", "C", "N", "C", "C", "C", "O", "O", "H", "H", "H", "H", "H", "H", "H", "H", "H", "H", "H", "H", "H", "H", "H", "H", "H", "H", "C", "C", "As", "C", "C", "C", "C", "C", "C", "C", "C", "C", "C", "C", "C", "As", "C", "C", "C", "C", "C", "C", "C", "C", "C", "C", "C", "C", "H", "H", "H", "H", "H", "H", "H", "H", "H", "H", "H", "H", "H", "H", "H", "H", "H", "H", "H", "H", "H", "H", "H", "H", "N", "C", "O", "C", "C", "H", "H", "H", "H", "H", "H"],
  "xyz": [[-0.18, -1.42, -1.37], [0.06, 5.34, 0.13], [-0.51, 4.37, 0.87], [-0.41, 3.08, 0.46], [-1.05, 2.06, 1.20], [-0.95, 0.68, 0.79], [-0.27, 0.39, -0.25], [-1.60, -0.26, 1.61], [-2.25, 0.14, 2.75], [-2.37, 1.42, 3.11], [-3.06, 1.75, 4.35], [-4.38, 2.47, 4.28], [-4.33, 1.03, 4.69], [-1.76, 2.42, 2.36], [-1.82, 3.76, 2.77], [-1.20, 4.75, 2.04], [-1.27, 6.12, 2.37], [-0.02, 6.83, 2.57], [-0.22, 8.31, 2.33], [-1.29, 8.82, 3.26], [-2.56, 8.03, 3.12], [-2.28, 6.55, 3.32], [-1.59, -1.72, 1.29], [-1.69, -2.57, 2.13], [-1.49, -1.97, -0.01], [0.13, 2.83, -0.44], [-2.70, -0.59, 3.40], [-2.38, 1.98, 5.16], [-4.77, 2.68, 3.29], [-4.58, 3.21, 5.03], [-4.71, 0.30, 3.98], [-4.49, 0.77, 5.72], [-2.34, 4.00, 3.68], [0.74, 6.47, 1.88], [0.37, 6.66, 3.59], [-0.56, 8.50, 1.32], [0.69, 8.88, 2.52], [-1.47, 9.81, 3.07], [-0.96, 8.77, 4.22], [-2.94, 8.22, 2.12], [-3.27, 8.40, 3.86], [-3.21, 6.01, 3.13], [-1.98, 6.36, 4.36], [3.43, -2.43, -1.54], [2.95, -2.24, -2.98], [1.09, -2.80, -3.19], [0.61, -2.59, -5.04], [1.35, -1.77, -5.88], [0.95, -1.61, -7.20], [-0.19, -2.26, -7.66], [-0.92, -3.08, -6.82], [-0.53, -3.25, -5.50], [1.00, -4.67, -2.75], [-0.19, -5.17, -2.25], [-0.28, -6.51, -1.89], [0.82, -7.33, -2.03], [2.02, -6.83, -2.52], [2.11, -5.50, -2.89], [2.09, -1.97, -0.17], [2.81, -0.62, 1.00], [4.04, -0.01, 0.81], [4.50, 0.91, 1.74], [3.74, 1.21, 2.86], [2.51, 0.59, 3.05], [2.05, -0.33, 2.12], [2.05, -3.56, 0.90], [0.89, -4.33, 1.00], [0.92, -5.50, 1.75], [2.08, -5.89, 2.40], [3.23, -5.11, 2.30], [3.22, -3.94, 1.55], [4.33, -1.84, -1.37], [3.68, -3.47, -1.34], [3.58, -2.80, -3.68], [2.98, -1.19, -3.28], [2.25, -1.27, -5.53], [1.53, -0.98, -7.87], [-0.50, -2.14, -8.69], [-1.80, -3.60, -7.18], [-1.09, -3.90, -4.84], [-1.06, -4.53, -2.14], [-1.22, -6.90, -1.52], [0.75, -8.38, -1.75], [2.88, -7.48, -2.63], [3.05, -5.12, -3.30], [4.66, -0.23, -0.05], [5.47, 1.38, 1.60], [4.12, 1.91, 3.60], [1.93, 0.79, 3.94], [1.11, -0.85, 2.30], [-0.03, -4.03, 0.52], [0.02, -6.09, 1.84], [2.10, -6.80, 2.98], [4.14, -5.42, 2.81], [4.11, -3.33, 1.49], [-3.56, -0.29, -3.27], [-2.29, -0.63, -3.16], [-1.95, -1.70, -2.58], [-1.21, 0.22, -3.76], [0.08, 0.10, -2.92], [-4.27, -0.94, -2.96], [-3.83, 0.50, -3.82], [-1.54, 1.24, -3.91], [-1.05, -0.22, -4.75], [0.30, 1.05, -2.42], [0.92, -0.08, -3.60]]
}

(3)
{
  "formula": "C46H48CrN3Sb",
  "method": "ωB97M-V/def2-TZVPD",
  "total_charge": -1,
  "lumo_ev": [2.3, 2.3],
  "homo_lumo_gap_ev": [2.18, 5.79],
  "max_force_ev_per_a": 2.9,
  "multiplicity": 4,
  "homo_ev": [0.082, -3.542],
  "e_tot_ha": -3230.508674,
  "elements": ["Cr", "N", "N", "C", "C", "C", "C", "H", "H", "H", "C", "C", "H", "H", "H", "C", "C", "H", "H", "H", "C", "H", "H", "H", "C", "H", "H", "H", "C", "H", "C", "H", "C", "H", "C", "H", "C", "C", "H", "C", "C", "H", "C", "H", "N", "C", "C", "C", "H", "C", "C", "H", "H", "H", "C", "H", "C", "C", "H", "H", "H", "C", "H", "H", "H", "C", "C", "C", "C", "C", "C", "Sb", "C", "C", "C", "C", "C", "C", "C", "C", "C", "C", "C", "C", "H", "H", "H", "H", "H", "H", "H", "H", "H", "H", "H", "H", "H", "H", "H"],
  "xyz": [[0.28, -0.39, -0.05], [-0.88, -1.77, 1.75], [-0.35, -2.37, -1.53], [1.42, 1.35, -0.70], [2.29, 0.25, -0.37], [2.07, -0.10, 1.01], [2.82, -1.12, 1.79], [3.53, -1.66, 1.15], [2.14, -1.87, 2.22], [3.38, -0.66, 2.61], [1.03, 0.77, 1.53], [0.52, 0.77, 2.93], [1.12, 1.40, 3.60], [0.51, -0.24, 3.34], [-0.51, 1.14, 2.97], [0.62, 1.65, 0.46], [-0.35, 2.77, 0.55], [-1.33, 2.40, 0.89], [-0.51, 3.26, -0.42], [-0.03, 3.55, 1.26], [3.40, -0.27, -1.23], [4.32, -0.42, -0.64], [3.64, 0.41, -2.05], [3.14, -1.25, -1.68], [1.47, 2.20, -1.93], [0.52, 2.14, -2.48], [2.26, 1.89, -2.62], [1.65, 3.25, -1.67], [-1.50, -2.02, 2.92], [-1.41, -1.27, 3.72], [-2.24, -3.18, 3.14], [-2.73, -3.31, 4.10], [-2.36, -4.12, 2.11], [-3.00, -4.99, 2.22], [-1.63, -3.92, 0.94], [-1.67, -4.60, 0.08], [-0.84, -2.76, 0.85], [0.16, -2.58, -0.22], [1.05, -3.22, -0.17], [-0.56, -1.03, -1.83], [-0.23, -3.14, -2.68], [-0.07, -4.20, -2.64], [-0.36, -2.30, -3.72], [-0.35, -2.49, -4.77], [-0.50, -1.00, -3.20], [-0.44, 0.18, -3.99], [0.66, 0.38, -4.84], [0.69, 1.53, -5.64], [1.54, 1.68, -6.30], [-0.35, 2.47, -5.61], [-0.31, 3.69, -6.49], [-0.34, 4.62, -5.91], [-1.17, 3.72, -7.17], [0.60, 3.70, -7.10], [-1.41, 2.27, -4.72], [-2.23, 2.99, -4.68], [-1.47, 1.13, -3.89], [-2.64, 0.88, -3.00], [-3.28, 0.06, -3.37], [-3.27, 1.78, -2.96], [-2.33, 0.62, -1.97], [1.82, -0.57, -4.84], [1.60, -1.52, -5.33], [2.19, -0.78, -3.83], [2.64, -0.10, -5.39], [-7.18, 4.87, 2.61], [-7.40, 3.64, 3.23], [-6.46, 2.60, 3.10], [-5.29, 2.84, 2.37], [-5.08, 4.05, 1.71], [-6.03, 5.08, 1.84], [-3.54, 1.54, 2.60], [-2.89, 2.70, 4.37], [-1.73, 3.46, 4.25], [-1.35, 4.33, 5.28], [-2.15, 4.43, 6.43], [-3.32, 3.68, 6.55], [-3.70, 2.81, 5.51], [-4.47, -0.23, 3.45], [-4.36, -0.55, 4.80], [-5.09, -1.63, 5.32], [-5.89, -2.41, 4.47], [-5.93, -2.13, 3.10], [-5.20, -1.05, 2.57], [-7.91, 5.69, 2.73], [-8.30, 3.48, 3.83], [-6.64, 1.65, 3.60], [-4.17, 4.23, 1.12], [-5.85, 6.04, 1.36], [-1.13, 3.42, 3.33], [-0.44, 4.93, 5.18], [-1.85, 5.10, 7.24], [-3.95, 3.76, 7.44], [-4.64, 2.26, 5.61], [-3.72, 0.05, 5.46], [-5.04, -1.86, 6.38], [-6.47, -3.24, 4.87], [-6.53, -2.75, 2.42], [-5.23, -0.84, 1.50]]
}

(4)
{
  "formula": "C46H49IN7SbTi",
  "method": "ωB97M-V/def2-TZVPD",
  "total_charge": 1,
  "lumo_ev": [-2.4, -2.8],
  "homo_lumo_gap_ev": [6.13, 7.13],
  "max_force_ev_per_a": 1.3,
  "multiplicity": 2,
  "homo_ev": [-8.534, -9.972],
  "e_tot_ha": -3552.723064,
  "e_above_lowest_kj_mol": 136.23,
  "elements": ["Ti", "C", "C", "C", "C", "C", "C", "N", "Sb", "C", "C", "C", "C", "C", "C", "N", "C", "C", "C", "C", "C", "C", "N", "H", "H", "H", "H", "H", "H", "H", "H", "H", "H", "H", "H", "H", "H", "H", "H", "H", "H", "I", "C", "H", "H", "C", "N", "C", "C", "C", "C", "C", "C", "C", "C", "H", "H", "H", "H", "H", "H", "H", "H", "H", "H", "H", "H", "H", "N", "C", "C", "C", "C", "C", "C", "C", "C", "C", "C", "C", "C", "C", "H", "H", "H", "H", "H", "H", "H", "H", "H", "H", "N", "C", "C", "C", "N", "C", "C", "H", "H", "H", "H", "H", "H"],
  "xyz": [[-0.48, 0.66, -0.29], [1.76, -3.74, -0.91], [1.65, -3.16, -2.28], [1.94, -3.93, -3.40], [1.84, -3.36, -4.66], [1.47, -2.03, -4.75], [1.22, -1.34, -3.58], [1.28, -1.89, -2.38], [0.71, 0.77, -3.55], [-1.09, 0.22, -2.37], [-2.29, 0.57, -3.01], [-3.40, -0.22, -2.84], [-3.28, -1.41, -2.10], [-2.08, -1.70, -1.48], [-1.86, -3.01, -0.78], [-1.02, -0.87, -1.55], [2.36, 1.18, -2.18], [3.09, 2.33, -2.41], [4.33, 2.46, -1.80], [4.80, 1.41, -1.03], [4.00, 0.28, -0.88], [4.53, -0.93, -0.17], [2.79, 0.19, -1.42], [1.33, -4.74, -0.87], [1.26, -3.09, -0.20], [2.81, -3.83, -0.63], [2.23, -4.96, -3.28], [2.05, -3.94, -5.55], [1.39, -1.53, -5.71], [-2.32, 1.44, -3.65], [-4.34, 0.04, -3.31], [-4.11, -2.09, -2.05], [-1.12, -2.88, 0.01], [-1.45, -3.72, -1.50], [-2.78, -3.41, -0.38], [2.72, 3.10, -3.08], [4.92, 3.35, -1.95], [5.78, 1.44, -0.59], [5.08, -0.65, 0.72], [5.21, -1.46, -0.84], [3.71, -1.59, 0.08], [-0.21, 3.81, -2.10], [-1.22, 2.61, -0.59], [-2.25, 2.60, -0.97], [-1.21, 3.25, 0.30], [-0.21, -2.28, 3.57], [0.50, -1.03, 3.26], [1.30, -0.63, 4.42], [1.31, -1.16, 2.02], [1.92, 0.18, 1.69], [3.15, 0.48, 2.26], [3.71, 1.73, 2.10], [3.00, 2.68, 1.38], [1.79, 2.36, 0.79], [1.19, 1.09, 0.90], [-0.95, -2.10, 4.35], [0.50, -3.04, 3.90], [-0.73, -2.64, 2.68], [-0.23, -0.20, 3.11], [2.08, -1.36, 4.63], [0.65, -0.54, 5.29], [1.77, 0.34, 4.24], [0.63, -1.46, 1.21], [2.08, -1.92, 2.18], [3.69, -0.27, 2.83], [4.67, 1.96, 2.54], [3.41, 3.67, 1.25], [1.31, 3.15, 0.24], [-1.77, 0.07, 0.88], [-3.02, 0.22, 1.07], [-3.86, -0.75, 1.80], [-3.35, -2.00, 2.15], [-4.05, -2.88, 2.96], [-5.32, -2.53, 3.41], [-5.86, -1.32, 3.03], [-5.15, -0.43, 2.25], [-3.76, 1.47, 0.69], [-4.72, 1.48, -0.31], [-5.39, 2.65, -0.62], [-5.13, 3.81, 0.10], [-4.18, 3.80, 1.11], [-3.50, 2.64, 1.40], [-2.38, -2.26, 1.76], [-3.61, -3.82, 3.23], [-5.88, -3.21, 4.03], [-6.86, -1.05, 3.36], [-5.59, 0.52, 1.99], [-4.94, 0.57, -0.85], [-6.12, 2.66, -1.41], [-5.66, 4.72, -0.12], [-3.96, 4.71, 1.66], [-2.75, 2.61, 2.18], [-1.78, 2.79, 7.27], [-1.62, 2.29, 6.04], [-0.61, 2.75, 5.18], [-0.38, 2.08, 4.00], [-1.07, 1.01, 3.61], [-2.12, 0.65, 4.36], [-2.44, 1.25, 5.55], [-1.19, 3.54, 7.59], [-2.54, 2.50, 7.86], [-0.01, 3.60, 5.46], [0.42, 2.39, 3.33], [-2.70, -0.17, 3.97], [-3.28, 0.92, 6.13]]
}